[1]
Entry from OMol25: C6H6O2 in the gas phase in a non-equilibrium geometry (wB97M-V/def2-TZVPD).

ORCA input file:
```
! wB97M-V def2-TZVPD RIJCOSX def2/J DEFGRID3
* xyz 0 1
C 1.265 -0.606 -0.357
C 0.402 1.557 0.807
C -0.874 0.605 -1.165
C 0.144 0.385 -0.039
C -1.278 -0.144 -0.054
C -2.152 -0.866 0.616
O 1.621 1.779 1.143
O -0.997 1.066 -2.254
H 2.314 1.155 0.825
H 0.870 -1.433 -0.938
H 2.052 -0.135 -0.946
H 1.686 -1.014 0.562
H -3.146 -1.036 0.232
H -1.906 -1.313 1.566
*
```

Summary:
Energy, eV: -10408.8674
HOMO energy, eV: -8.37
Kohn-Sham gap, hartree: 0.287
Molecular weight, u: 110.11
Energy above the lowest of the compared OMol25 structures with the same formula, charge and spin, kJ/mol: 438.2

---

[2]
Entry from OMol25: 3 unconnected molecules or ions with the total composition CH8NO3 (wB97M-V/def2-TZVPD).

ORCA input file:
```
! wB97M-V def2-TZVPD RIJCOSX def2/J DEFGRID3
* xyz -1 1
N 0.110 -1.115 1.505
C -0.589 -0.211 0.591
O 0.203 0.361 -0.361
H 0.898 -0.578 1.862
H 0.586 -1.781 0.893
H -1.066 0.559 1.210
H -1.393 -0.833 0.151
H 0.057 2.165 0.028
H -0.922 2.817 -0.875
O -0.581 2.926 0.020
H 0.819 -0.867 -1.116
H 0.578 -1.848 -2.248
O 1.299 -1.596 -1.660
*
```

Summary:
Energy, eV: -8800.3236
HOMO energy, eV: -3.87
Kohn-Sham gap, hartree: 0.306
Molecular weight, u: 82.08
Energy above the lowest of the compared OMol25 structures with the same formula, charge and spin, kJ/mol: 14.3

---

[3]
Entry from OMol25: C2H2N2O2 in the gas phase in a non-equilibrium geometry (wB97M-V/def2-TZVPD).

ORCA input file:
```
! wB97M-V def2-TZVPD RIJCOSX def2/J DEFGRID3
* xyz 0 1
C -1.859 0.167 -0.045
C 0.530 0.787 -0.065
N 2.480 -0.574 0.369
N 1.379 -0.091 0.089
O -0.833 1.005 0.292
O -1.782 -0.875 -0.533
H -2.836 0.834 0.236
H 2.921 -1.252 -0.342
*
```

Summary:
Energy, eV: -9177.0277
HOMO energy (spin up / spin down), eV: -9.22 / -9.23
Kohn-Sham gap (spin up / spin down), hartree: 0.336 / 0.336
Molecular weight, u: 86.05
Energy above the lowest of the compared OMol25 structures with the same formula, charge and spin, kJ/mol: 459.1

---

[4]
Entry from OMol25: a molecular structure, C40H42BrCaN3O3Te in a non-equilibrium geometry (wB97M-V/def2-TZVPD).

ORCA input file:
```
! wB97M-V def2-TZVPD RIJCOSX def2/J DEFGRID3
* xyz -1 2
Ca -1.913 -1.379 -0.812
C -1.788 2.203 -0.855
N -1.878 1.242 -1.933
C -0.825 1.469 -2.892
C -3.186 1.292 -2.561
C -4.266 0.770 -1.643
C -5.511 1.388 -1.642
C -6.533 0.903 -0.845
C -6.294 -0.195 -0.039
C -5.041 -0.795 -0.042
C -3.991 -0.341 -0.837
H -1.732 3.238 -1.239
H -0.898 1.990 -0.261
H -2.665 2.107 -0.215
H -0.895 2.472 -3.350
H -0.864 0.715 -3.676
H 0.139 1.382 -2.390
H -3.149 0.660 -3.456
H -3.423 2.323 -2.890
H -5.692 2.257 -2.270
H -7.503 1.386 -0.855
H -7.080 -0.574 0.603
H -4.884 -1.658 0.599
Br -4.627 -2.108 -4.173
C -4.775 -3.102 -2.568
C -5.983 -3.699 -2.257
C -6.020 -4.451 -1.093
C -4.871 -4.566 -0.326
C -3.715 -3.905 -0.737
N -3.682 -3.182 -1.850
C -2.434 -3.949 0.118
O -1.922 -5.046 0.296
O -2.098 -2.843 0.593
H -6.845 -3.580 -2.895
H -6.936 -4.951 -0.807
H -4.855 -5.155 0.579
C 5.841 5.606 0.922
C 4.902 4.441 0.805
C 5.241 3.189 1.292
C 4.369 2.114 1.179
C 4.783 0.760 1.677
C 3.122 2.287 0.585
Te 1.931 0.335 0.023
N 0.221 -0.763 -0.678
C 0.400 -1.544 -1.692
O -0.554 -2.133 -2.260
C 1.794 -1.835 -2.181
C 2.322 -3.095 -1.929
C 3.630 -3.386 -2.274
C 4.408 -2.434 -2.911
C 3.872 -1.190 -3.201
C 2.575 -0.885 -2.827
C 1.364 -0.173 2.014
C 1.512 -1.519 2.365
C 1.999 -2.538 1.385
C 1.157 -1.946 3.637
C 0.641 -1.070 4.578
C 0.256 -1.545 5.951
C 0.467 0.254 4.206
C 0.814 0.711 2.939
C 0.536 2.144 2.609
C 2.783 3.539 0.073
C 1.462 3.780 -0.602
C 3.668 4.602 0.195
H 6.819 5.285 1.277
H 5.441 6.341 1.621
H 5.958 6.095 -0.045
H 6.208 3.046 1.761
H 5.724 0.815 2.222
H 4.907 0.077 0.834
H 4.018 0.341 2.330
H 1.694 -3.835 -1.454
H 4.049 -4.356 -2.045
H 5.432 -2.655 -3.183
H 4.471 -0.449 -3.710
H 2.149 0.087 -3.040
H 2.905 -2.195 0.875
H 1.225 -2.695 0.634
H 2.192 -3.493 1.874
H 1.277 -2.991 3.894
H 0.565 -2.577 6.108
H -0.825 -1.484 6.076
H 0.722 -0.925 6.717
H 0.041 0.951 4.918
H 0.967 2.808 3.358
H -0.539 2.319 2.585
H 0.959 2.386 1.640
H 1.109 2.859 -1.067
H 1.548 4.552 -1.365
H 0.710 4.101 0.120
H 3.393 5.572 -0.199
*
```

Summary:
Energy, eV: -148551.0436
HOMO energy (spin up / spin down), eV: -4.37 / -4.38
Kohn-Sham gap (spin up / spin down), hartree: 0.239 / 0.209
Molecular weight, u: 860.38
⟨S²⟩: 0.762
Energy above the lowest of the compared OMol25 structures with the same formula, charge and spin, kJ/mol: 150.6

---

[5]
Entry from OMol25: 2 unconnected molecules or ions with the total composition C3H11N2O in a non-equilibrium geometry (wB97M-V/def2-TZVPD).

ORCA input file:
```
! wB97M-V def2-TZVPD RIJCOSX def2/J DEFGRID3
* xyz 1 1
C -0.562 -1.982 0.069
C -1.563 1.669 0.024
C -1.365 -0.784 -0.113
N 2.650 0.504 -0.040
N -0.857 0.351 0.193
O 1.524 -0.183 0.159
H -1.305 -2.727 0.491
H -0.293 -2.356 -1.006
H 0.448 -1.885 0.580
H -0.936 2.396 -0.608
H -2.582 1.540 -0.504
H -1.720 1.981 1.048
H -2.440 -0.714 -0.322
H 3.243 0.168 0.838
H 3.255 0.184 -0.885
H 2.318 1.487 -0.260
H 0.184 0.352 0.337
*
```

Summary:
Energy, eV: -8307.3383
HOMO energy, eV: -14.04
Kohn-Sham gap, hartree: 0.397
Molecular weight, u: 91.13
Energy above the lowest of the compared OMol25 structures with the same formula, charge and spin, kJ/mol: 429.7

---

[6]
Entry from OMol25: a molecular structure, C26H26N7O4OsS2 in a non-equilibrium geometry (wB97M-V/def2-TZVPD).

ORCA input file:
```
! wB97M-V def2-TZVPD RIJCOSX def2/J DEFGRID3
* xyz 1 5
Os 0.923 -0.175 -0.262
N -2.507 -3.873 -6.401
C -2.259 -2.946 -5.381
C -0.994 -2.386 -5.216
C -0.799 -1.471 -4.257
C -1.850 -1.059 -3.426
C -3.116 -1.605 -3.569
C -3.278 -2.556 -4.555
S -1.534 0.125 -2.214
O -0.466 1.002 -2.630
O -2.778 0.785 -1.855
N -0.895 -0.705 -0.869
C -1.743 -1.585 -0.082
N -1.299 -2.826 0.096
C -1.928 -3.631 0.927
C -3.124 -3.177 1.587
C -3.381 -1.815 1.431
N -2.754 -1.029 0.569
H -1.774 -4.004 -7.116
H -3.437 -4.252 -6.385
H -0.149 -2.633 -5.833
H 0.136 -0.868 -4.145
H -3.980 -1.398 -2.962
H -4.254 -2.835 -4.868
H -1.448 -4.578 1.010
H -3.625 -3.775 2.334
H -4.130 -1.320 2.015
C -1.702 3.424 0.570
C -1.345 2.089 0.354
N -0.078 1.764 0.398
C 0.877 2.656 0.733
C 0.567 3.994 1.093
C -0.781 4.347 0.979
C 1.568 4.786 1.719
C 2.850 4.325 1.828
C 3.245 3.004 1.418
C 4.511 2.454 1.424
C 4.862 1.248 0.872
C 3.815 0.547 0.319
N 2.557 1.000 0.330
C 2.238 2.205 0.866
H -2.750 3.726 0.604
H -2.044 1.313 0.098
H -1.097 5.322 1.273
H 1.346 5.805 2.109
H 3.595 4.918 2.265
H 5.288 3.117 1.885
H 5.916 0.954 0.765
H 4.014 -0.334 -0.295
O 2.237 2.422 -1.863
S 2.407 1.189 -2.626
N 1.912 -0.088 -1.973
C 2.395 -0.910 3.399
C 0.927 -0.844 2.941
C 0.149 -1.978 3.672
C 0.265 0.472 3.243
O 0.851 -1.069 1.453
H 2.380 -0.711 4.504
H 2.998 -0.183 2.834
H 2.788 -1.937 3.292
H -0.115 -1.743 4.691
H 0.684 -2.920 3.699
H -0.820 -2.088 3.176
H -0.152 0.433 4.270
H -0.675 0.418 2.611
H 0.761 1.465 3.127
*
```

Summary:
Energy, eV: -70133.9765
HOMO energy (spin up / spin down), eV: -10.46 / -10.53
Kohn-Sham gap (spin up / spin down), hartree: 0.254 / 0.223
Molecular weight, u: 754.90
⟨S²⟩: 6.032
Energy above the lowest of the compared OMol25 structures with the same formula, charge and spin, kJ/mol: 81.7

---

[7]
Entry from OMol25: a molecular structure, C8H5Cl2ErNO3STi in a non-equilibrium geometry (wB97M-V/def2-TZVPD).

ORCA input file:
```
! wB97M-V def2-TZVPD RIJCOSX def2/J DEFGRID3
* xyz 4 5
Er -0.109 2.783 -4.171
Ti 0.428 0.948 -0.912
Cl 2.090 2.226 -3.369
Cl -1.358 1.024 -2.542
C -0.638 1.172 0.659
C 0.670 3.891 -6.246
C -1.138 4.402 -6.039
O -1.227 1.175 1.689
O 1.278 4.414 -7.093
O -1.786 5.118 -6.683
S 0.976 -1.021 0.040
C 0.438 -1.835 1.699
N 0.875 -1.204 2.800
C 0.654 -1.672 4.058
C -0.136 -2.795 4.238
C -0.625 -3.448 3.104
C -0.315 -2.991 1.826
H 1.359 -0.295 2.682
H 0.998 -1.050 4.868
H -0.360 -3.145 5.249
H -1.309 -4.285 3.220
H -0.765 -3.413 0.922
*
```

Summary:
Energy, eV: -102580.0522
HOMO energy (spin up / spin down), eV: -22.49 / -22.49
Kohn-Sham gap (spin up / spin down), hartree: 0.226 / 0.239
Molecular weight, u: 481.23
⟨S²⟩: 6.038
Energy above the lowest of the compared OMol25 structures with the same formula, charge and spin, kJ/mol: 41.4